Entry 1:
A structure of composition C36H55AlBF5N6O3PS. Source: the Open Molecules 2025 dataset; level of theory: ωB97M-V/def2-TZVPD.

```
! wB97M-V def2-TZVPD RIJCOSX def2/J DEFGRID3
* xyz 1 1
Al -0.225 -1.045 0.516
C 3.783 -0.816 3.226
C 3.473 -1.441 1.865
C 2.728 -2.758 1.984
C 2.853 -0.489 0.881
C 3.487 0.627 0.352
C 2.657 1.125 -0.628
C 2.877 2.404 -1.383
C 3.361 2.220 -2.822
C 1.668 3.325 -1.236
N 1.581 0.307 -0.719
N 1.691 -0.675 0.249
B 0.608 0.084 -1.941
N 0.406 -1.466 -2.126
N -0.051 -2.188 -1.050
C -0.213 -3.455 -1.428
C 0.168 -3.571 -2.762
C 0.552 -2.307 -3.172
C 0.923 -1.935 -4.579
C -0.266 -1.260 -5.269
C 2.228 -1.155 -4.731
C -0.770 -4.516 -0.520
C 0.188 -4.860 0.614
C -1.124 -5.775 -1.309
N -0.780 0.696 -1.609
N -1.447 0.085 -0.557
C -2.763 0.355 -0.712
C -2.913 1.177 -1.817
C -1.664 1.368 -2.371
C -1.469 2.263 -3.580
C -0.171 2.258 -4.382
C -1.790 3.707 -3.161
C -3.986 -0.215 -0.024
C -4.906 0.865 0.551
C -3.783 -1.340 0.971
H 4.543 -1.410 3.733
H 4.166 0.200 3.128
H 2.906 -0.797 3.867
H 4.449 -1.649 1.409
H 1.803 -2.635 2.550
H 3.340 -3.488 2.513
H 2.486 -3.168 1.006
H 4.443 1.024 0.646
H 3.702 2.878 -0.842
H 2.606 1.779 -3.466
H 4.246 1.585 -2.855
H 3.631 3.191 -3.240
H 0.766 2.875 -1.642
H 1.843 4.270 -1.751
H 1.478 3.538 -0.182
H 1.055 0.582 -2.902
H 0.154 -4.454 -3.373
H 1.073 -2.901 -5.071
H -0.641 -0.422 -4.682
H -1.089 -1.963 -5.396
H 0.020 -0.887 -6.253
H 2.114 -0.106 -4.475
H 2.558 -1.205 -5.769
H 3.018 -1.572 -4.106
H -1.695 -4.114 -0.091
H 1.100 -5.310 0.217
H -0.274 -5.576 1.293
H 0.471 -3.985 1.193
H -0.235 -6.206 -1.771
H -1.854 -5.575 -2.093
H -1.544 -6.526 -0.641
H -3.843 1.556 -2.201
H -2.264 1.944 -4.263
H 0.652 2.700 -3.829
H -0.330 2.876 -5.266
H 0.133 1.274 -4.725
H -0.985 4.114 -2.546
H -2.716 3.775 -2.593
H -1.883 4.334 -4.047
H -4.534 -0.639 -0.875
H -4.507 1.279 1.475
H -5.877 0.424 0.778
H -5.066 1.686 -0.147
H -3.366 -0.965 1.904
H -4.748 -1.799 1.186
H -3.118 -2.112 0.589
F 1.476 1.726 7.767
C 1.222 1.654 6.469
C 1.048 0.423 5.859
F 1.140 -0.695 6.575
C 0.782 0.362 4.502
F 0.622 -0.848 3.964
C 0.683 1.501 3.715
S 0.314 1.487 1.988
C 0.877 2.723 4.353
F 0.830 3.858 3.655
C 1.135 2.813 5.711
F 1.306 3.997 6.286
C -1.191 4.527 1.352
O -1.873 3.279 1.136
P -1.884 2.035 2.120
O -1.867 2.743 3.566
C -2.404 1.996 4.673
O -0.951 -1.763 1.827
C -1.331 -2.747 2.736
H -1.629 5.237 0.655
H -0.130 4.394 1.143
H -1.331 4.862 2.377
H -3.445 1.736 4.484
H -2.336 2.644 5.541
H -1.823 1.090 4.845
H -1.859 -3.568 2.244
H -2.008 -2.323 3.484
H -0.470 -3.161 3.264
*
```

LUMO, eV: -1.8180
Highest occupied orbital energy, eV: -11.2

***

Entry 2:
A cluster of 2 separate species, C5H12NO3 in total. Source: the Open Molecules 2025 dataset; level of theory: ωB97M-V/def2-TZVPD.

```
! wB97M-V def2-TZVPD RIJCOSX def2/J DEFGRID3
* xyz -1 1
C -1.641 -0.637 -0.164
N -1.258 0.017 1.056
C -0.527 1.226 1.090
O -0.419 1.844 -0.007
O -0.057 1.548 2.198
C -0.719 -1.807 -0.571
C 0.763 -1.586 -0.324
C 1.409 -0.525 -1.213
H -1.560 0.120 -0.941
H -2.691 -0.943 -0.141
H -1.186 -0.547 1.888
H -0.901 -2.094 -1.614
H -1.005 -2.689 0.020
H 0.950 -1.333 0.715
H 1.227 -2.573 -0.432
H 2.142 0.084 -0.669
H 0.651 0.172 -1.569
H 2.010 -0.918 -2.040
H 0.700 3.158 0.301
H 0.993 3.565 1.656
O 1.121 3.919 0.763
*
```

LUMO, eV: 3.7324
Energy relative to the best compared isomer or geometry (same formula, charge and spin), kJ/mol: 9.0
Highest occupied orbital energy, eV: -4.7

***

Entry 3:
A structure of composition IMnPt. Source: the Open Molecules 2025 dataset; level of theory: ωB97M-V/def2-TZVPD.

```
! wB97M-V def2-TZVPD RIJCOSX def2/J DEFGRID3
* xyz 3 8
Pt -1.340 -1.040 -1.933
Mn 0.680 1.511 1.988
I 0.660 -0.471 -0.055
*
```

LUMO (spin up / spin down), eV: -16.4321 / -18.2197
Energy relative to the best compared isomer or geometry (same formula, charge and spin), kJ/mol: 12.6
Highest occupied orbital energy (spin up / spin down), eV: -24.8 / -24.2

***

Results for strongest force on any atom: 0.61, 0.94, 1.27 (in eV/A, following the order of the records).